Record 1
Density functional theory data (the ωB97M-V functional and the def2-TZVPD basis) for a structure of composition C24H50ClNO2P2RuSi2.

Multiplicity: 5
Total charge: 0
Gap between HOMO and LUMO (spin up / spin down) in eV: 6.38 / 5.33
Expectation value of S²: 6.02

XYZ file:
```
83
Properties=species:S:1:pos:R:3:forces:R:3
Ru -0.381 -0.018 0.056 2.191 -0.097 -1.545
C -1.342 -0.033 2.114 -1.020 0.009 0.193
C -1.839 1.142 1.462 -0.990 -0.427 0.300
C -2.556 0.678 0.286 -0.093 0.134 1.179
Si -1.360 2.847 2.064 0.416 -0.291 -0.088
C -2.545 -0.750 0.280 0.040 -0.121 1.000
C -1.795 -1.215 1.435 -0.890 0.518 0.376
Si -1.220 -2.900 2.002 0.273 0.381 -0.068
H -0.730 -0.034 3.013 -0.048 0.016 -0.292
H -3.065 1.317 -0.424 0.029 -0.133 0.024
H -3.052 -1.385 -0.433 0.056 0.114 0.006
Cl 2.389 0.265 -4.102 -0.525 -0.099 0.750
C -0.762 -2.878 3.809 -0.159 0.144 -0.018
C -2.518 -4.191 1.660 -0.123 -0.194 0.108
C -0.985 2.832 3.889 -0.118 -0.138 0.000
C -2.678 4.103 1.664 -0.174 0.143 0.103
H -3.505 -3.786 1.923 0.156 -0.184 -0.064
H -2.311 -5.051 2.313 -0.165 0.075 -0.222
H -2.541 -4.537 0.620 -0.047 0.021 0.212
H 0.123 -2.245 3.969 -0.216 -0.153 -0.021
H -0.542 -3.902 4.139 -0.009 0.232 0.015
H -1.600 -2.485 4.400 0.206 -0.124 0.031
H -3.668 3.659 1.832 0.134 0.201 -0.039
H -2.631 4.492 0.640 -0.063 -0.032 0.217
H -2.551 4.942 2.363 -0.149 -0.080 -0.236
H -1.735 2.224 4.411 0.161 0.183 0.085
H -1.028 3.861 4.268 0.045 -0.238 0.048
H 0.018 2.417 4.073 -0.289 0.089 -0.042
C 0.355 -3.176 1.009 0.011 -0.475 0.029
C 0.247 3.162 1.137 -0.101 0.464 0.067
P 0.356 -2.204 -0.536 0.118 -2.022 0.445
H 0.487 -4.252 0.818 0.085 0.254 -0.006
H 1.203 -2.823 1.621 -0.230 -0.007 -0.151
P 0.291 2.192 -0.407 0.272 2.128 0.671
H 1.066 2.810 1.788 -0.192 -0.061 -0.179
H 0.383 4.240 0.959 0.075 -0.279 -0.035
C 2.058 2.520 -0.922 -0.280 -0.052 -0.623
C -1.000 3.113 -1.442 0.656 -0.077 0.145
C -1.025 -3.054 -1.525 0.631 0.038 0.141
C 2.035 -2.695 -1.220 -0.186 0.069 -0.592
C 3.167 -1.862 -0.590 0.025 0.138 0.140
H 1.974 -2.451 -2.294 0.169 -0.220 0.188
C 2.384 -4.180 -1.058 0.005 -0.116 -0.126
H 2.487 -4.440 0.001 0.024 0.032 -0.212
H 3.355 -4.352 -1.538 -0.144 0.007 0.094
H 1.666 -4.861 -1.522 0.199 0.158 0.197
H 3.410 -0.979 -1.192 -0.077 -0.125 0.231
H 4.080 -2.472 -0.544 -0.235 0.177 0.000
H 2.931 -1.545 0.438 0.084 -0.030 -0.226
H -1.850 -3.108 -0.799 0.319 0.113 -0.149
C -0.717 -4.477 -1.990 -0.324 -0.163 -0.155
C -1.486 -2.212 -2.713 -0.274 -0.122 -0.114
H -0.447 -5.156 -1.171 -0.001 0.213 -0.163
H 0.078 -4.483 -2.747 -0.181 -0.028 0.186
H -1.619 -4.892 -2.466 0.193 0.045 0.078
H -1.701 -1.171 -2.438 0.120 -0.180 -0.057
H -2.414 -2.645 -3.116 0.235 0.137 0.011
H -0.742 -2.230 -3.520 -0.169 0.034 0.101
H -1.862 3.151 -0.756 0.355 -0.101 -0.136
C -1.440 2.361 -2.698 -0.274 0.194 -0.092
C -0.613 4.548 -1.800 -0.337 0.190 -0.173
H -0.275 5.143 -0.943 -0.032 -0.206 -0.189
H -1.499 5.050 -2.217 0.198 -0.015 0.055
H 0.162 4.565 -2.578 -0.194 0.003 0.207
H -1.695 1.312 -2.495 0.108 0.184 -0.049
H -0.673 2.412 -3.482 -0.173 -0.061 0.117
H -2.343 2.852 -3.094 0.235 -0.178 -0.008
C 2.987 1.705 -0.014 0.143 -0.226 0.173
C 2.500 3.983 -0.915 0.048 0.139 -0.147
H 2.129 2.132 -1.948 0.184 0.257 0.219
H 2.402 4.420 0.086 0.048 -0.076 -0.205
H 1.952 4.604 -1.629 0.162 -0.125 0.197
H 3.560 4.022 -1.195 -0.131 0.013 0.093
H 3.209 2.240 0.922 -0.163 -0.207 -0.288
H 3.938 1.521 -0.538 -0.234 0.077 0.162
H 2.560 0.733 0.277 0.130 0.275 -0.007
C 1.181 0.073 -2.724 0.262 -0.084 -1.024
H 1.737 0.005 -1.781 -0.199 0.074 -0.476
H 0.513 0.938 -2.770 0.381 -0.422 0.059
H 0.614 -0.839 -2.937 0.306 0.400 0.105
O 2.296 1.530 3.390 -0.847 -0.609 -0.959
N 2.374 0.294 3.425 1.068 -0.397 1.168
O 1.683 -0.436 2.670 -0.503 0.903 -0.746
```
Positions in Å, forces in eV/Å.

Record 2
Density functional theory data (the ωB97M-V functional and the def2-TZVPD basis) for a structure of composition C4H4O12Zn.

Total charge: -2
Gap between HOMO and LUMO in eV: 7.91

XYZ file:
```
21
Properties=species:S:1:pos:R:3:forces:R:3
Zn -27.451 17.785 -27.780 0.528 0.751 -0.215
O -25.394 15.449 -30.144 -0.169 -0.002 -0.183
C -26.117 16.301 -29.347 -0.711 1.243 0.479
O -25.492 17.221 -28.767 0.078 -0.689 -0.036
O -27.364 16.164 -29.267 0.377 -0.634 -0.022
H -24.549 15.910 -30.195 0.159 -0.134 0.064
O -25.466 19.799 -24.581 -0.051 -0.063 0.366
C -25.422 19.562 -25.963 0.080 -0.045 -0.727
O -24.430 20.018 -26.544 -0.001 -0.050 0.164
O -26.410 18.932 -26.390 -0.257 -0.101 0.193
H -24.617 20.228 -24.434 0.000 0.087 0.019
O -29.840 16.859 -24.872 -0.088 -0.055 0.201
C -29.019 17.101 -25.935 0.797 0.228 -1.120
O -29.330 18.050 -26.707 -0.294 -0.201 0.391
O -28.012 16.388 -26.113 -0.290 -0.205 0.421
H -30.480 17.576 -24.939 -0.077 -0.012 0.046
O -28.370 21.248 -29.934 -0.206 0.267 -0.060
C -27.519 20.161 -29.725 0.360 -0.652 0.138
O -26.398 20.241 -30.225 -0.093 0.127 -0.110
O -28.063 19.240 -29.064 -0.132 0.080 0.015
H -27.800 21.842 -30.434 -0.008 0.061 -0.025
```
Positions in Å, forces in eV/Å.

Record 3
Density functional theory data (the ωB97M-V functional and the def2-TZVPD basis) for a cluster of 2 separate species, C5H12NO in total.

Total charge: +1
Gap between HOMO and LUMO in eV: 8.14

XYZ file:
```
19
Properties=species:S:1:pos:R:3:forces:R:3
C 0.143 -0.384 1.445 0.622 0.876 -0.935
C -2.440 0.113 0.483 2.984 -0.289 -1.236
C -2.379 -0.169 -1.013 1.216 2.725 1.101
C 3.007 0.328 -0.448 0.377 0.988 -2.023
C 1.556 0.103 -0.523 -1.357 3.395 -0.508
N 0.949 0.354 0.756 -0.694 -0.797 2.651
O -3.442 -0.154 1.180 -2.938 -0.404 -0.291
H -0.169 -0.166 2.435 -0.147 0.697 0.565
H -0.011 -1.357 1.123 -0.658 -1.685 -0.831
H -1.773 -1.041 -1.000 -0.372 -1.868 -0.347
H -1.550 0.455 -1.450 -0.923 0.204 0.563
H -3.227 0.004 -1.652 -0.657 -0.864 -0.217
H 3.201 1.399 -0.315 0.398 -0.390 -0.091
H 3.341 -0.235 0.328 1.340 -1.280 2.692
H 3.555 -0.116 -1.289 -0.341 0.654 -0.201
H 1.237 -0.790 -0.905 -0.678 -2.533 -0.721
H 1.050 0.900 -1.108 0.512 -0.521 -0.443
H 1.246 1.162 1.269 0.224 0.849 -0.278
H -4.296 -0.406 0.682 1.092 0.242 0.551
```
Positions in Å, forces in eV/Å.

Record 4
Density functional theory data (the ωB97M-V functional and the def2-TZVPD basis) for the ion C3H8ClN2 with charge +1.

Structure (SMILES): C/[NH+]=C(\N)CCl
Total charge: +1
Gap between HOMO and LUMO in eV: 11.79

XYZ file:
```
14
Properties=species:S:1:pos:R:3:forces:R:3
C -1.063 1.302 1.053 -1.674 -1.196 3.755
N -0.040 0.867 0.203 2.116 -0.663 -0.860
C 0.007 -0.335 -0.270 4.922 -2.002 -2.635
N -0.781 -1.309 0.064 -0.289 -0.291 -0.126
C 1.451 -0.819 -1.349 -2.028 2.804 1.578
Cl 2.488 0.595 -1.583 -0.004 0.551 0.405
H -1.116 0.854 2.139 1.337 0.618 -1.492
H -2.061 0.904 0.831 0.076 1.016 -1.247
H -0.918 2.341 1.181 -0.807 1.091 0.027
H 0.883 1.368 0.153 -1.398 -0.244 -0.304
H -0.649 -2.305 -0.056 0.333 0.317 -0.662
H -1.385 -1.083 0.797 -1.458 0.013 1.294
H 2.119 -1.478 -0.784 -1.019 -0.676 -0.559
H 1.065 -0.902 -2.376 -0.106 -1.338 0.826
```
Positions in Å, forces in eV/Å.

Record 5
Density functional theory data (the ωB97M-V functional and the def2-TZVPD basis) for a structure of composition C10H10BrIN2O2SV.

Total charge: +3
Gap between HOMO and LUMO (spin up / spin down) in eV: 3.78 / 3.77

XYZ file:
```
28
Properties=species:S:1:pos:R:3:forces:R:3
V -0.048 0.016 -1.362 -1.420 0.129 0.438
N -0.629 -1.573 -2.529 0.420 -0.133 0.209
C 0.613 -2.361 -2.968 0.047 0.070 -0.124
C 1.589 -1.576 -3.855 -0.618 0.308 0.360
C 2.254 -0.403 -3.178 1.315 -1.912 -1.753
O 3.327 -0.009 -3.163 -0.005 0.698 0.439
O 1.164 0.302 -2.354 -0.206 1.269 0.923
H -1.262 -2.213 -2.036 0.011 -0.081 -0.086
H -1.143 -1.273 -3.364 -0.042 0.064 0.054
H 0.271 -3.230 -3.529 -0.071 -0.036 0.005
H 1.108 -2.736 -2.071 -0.020 -0.002 0.079
H 1.102 -1.192 -4.759 0.005 -0.011 -0.024
H 2.396 -2.235 -4.177 0.051 -0.045 -0.001
Br -1.610 -1.922 2.796 -0.040 -0.009 -0.012
C -1.090 -0.262 3.481 0.027 -0.012 -0.199
C -1.599 0.195 4.681 -0.055 0.131 0.203
C -1.220 1.443 5.174 0.016 0.002 -0.035
C -0.296 2.246 4.502 -0.121 -0.017 0.226
C 0.242 1.827 3.304 0.139 -0.068 -0.142
C -0.167 0.578 2.859 -0.171 -0.033 -0.328
I 0.826 -0.154 1.124 0.395 -0.041 -0.333
H -2.298 -0.428 5.224 -0.015 0.043 0.037
H -1.657 1.795 6.100 0.027 -0.030 0.028
H 0.023 3.194 4.915 -0.061 0.021 0.031
H 0.975 2.433 2.787 -0.022 -0.028 -0.045
S -1.558 1.581 -1.516 0.419 -0.297 0.098
C -0.879 2.622 -2.647 0.067 0.116 -0.180
N -0.432 3.335 -3.440 -0.071 -0.097 0.133
```
Positions in Å, forces in eV/Å.

Record 6
Density functional theory data (the ωB97M-V functional and the def2-TZVPD basis) for a cluster of 2 separate species, C2H2N2O2 in total.

Structure (SMILES): C#[N+][O-].N=C=O
Total charge: 0
Gap between HOMO and LUMO in eV: 10.65

XYZ file:
```
8
Properties=species:S:1:pos:R:3:forces:R:3
C -2.568 -0.018 0.616 -1.644 0.857 -0.169
N -1.553 -0.369 0.212 -2.683 0.453 2.086
O -0.482 -0.800 0.127 0.883 -2.796 -1.287
H -3.493 0.425 0.922 0.279 -0.118 -0.322
N 1.662 -0.519 -0.285 2.568 -0.777 0.002
C 1.222 0.522 0.099 -0.942 0.524 -1.024
O 0.461 1.364 0.336 0.734 1.856 0.955
H 2.469 -0.682 -0.832 0.806 0.000 -0.241
```
Positions in Å, forces in eV/Å.